Record 1
A molecular structure, C52H53N9O4PRb. Source: the Open Molecules 2025 dataset; level of theory: the ωB97M-V functional and the def2-TZVPD basis.

The value obtained for the energy relative to the best compared isomer or geometry (same formula, charge and spin) is 1.6 kcal per mole. The total energy is -3172.4558 a.u. For the HOMO-LUMO gap (alpha / beta), the calculation gives 3.982 / 5.080 eV. Its total charge is -2.

Each line ends with the Löwdin charge.
Cartesian coordinates (Å):
Rb 0.372060 0.165064 0.277504  0.653
C 1.184113 0.885596 6.934669  -0.150
C 1.640400 0.304475 5.750030  -0.122
C 1.215142 0.777541 4.525962  -0.037
C 0.307899 1.851121 4.428610  -0.291
C -0.138480 2.441288 5.630652  -0.053
C 0.297517 1.954786 6.851001  -0.139
N -0.056092 2.227448 3.155804  0.005
N -0.880305 3.250562 3.137693  0.007
C -1.359211 3.583822 1.910229  -0.373
C -2.109246 4.790455 1.854789  -0.053
C -2.668344 5.197683 0.673920  -0.119
C -2.492118 4.406428 -0.470024  -0.108
C -1.742894 3.250385 -0.331129  -0.164
N -1.179596 2.831953 0.800350  0.068
H 1.513518 0.513928 7.898239  0.074
H 2.340795 -0.524849 5.782980  0.084
H 1.570821 0.344856 3.601550  0.077
H -0.827653 3.271591 5.571878  0.080
H -0.062528 2.424313 7.762159  0.083
H -2.205583 5.361744 2.768709  0.090
H -3.236132 6.121637 0.629734  0.086
H -2.917849 4.667754 -1.428527  0.077
H -1.574648 2.616699 -1.202907  0.097
O -1.641548 0.125734 2.117718  0.061
C -2.717767 -0.219727 1.906670  -0.137
C -4.001486 -0.636967 1.762500  -0.226
C -4.944811 -0.402343 2.822301  -0.039
C -6.207761 -0.917995 2.702152  -0.121
C -6.597583 -1.653186 1.571522  -0.110
C -5.690193 -1.838567 0.521587  -0.099
C -4.409177 -1.336427 0.566807  -0.335
P -3.115735 -1.418817 -0.716023  1.143
C -3.515980 0.068495 -1.711887  -0.360
C -2.644481 0.348743 -2.764608  -0.089
C -2.816018 1.484268 -3.539679  -0.077
C -3.864751 2.355765 -3.272624  -0.109
C -4.731230 2.088656 -2.223092  -0.100
C -4.557150 0.953029 -1.442316  -0.082
C -3.733353 -2.754405 -1.800617  -0.352
C -4.759291 -2.553544 -2.724435  -0.101
C -5.217503 -3.605169 -3.504282  -0.103
C -4.645802 -4.864021 -3.369774  -0.112
C -3.607405 -5.060512 -2.471987  -0.084
C -3.142623 -4.011077 -1.688533  -0.080
H -4.648912 0.161635 3.695868  0.112
H -6.914891 -0.751504 3.506689  0.093
H -7.595922 -2.065049 1.505277  0.082
H -5.999294 -2.384529 -0.361449  0.096
H -1.806876 -0.311545 -2.952354  0.086
H -2.099740 1.700493 -4.322298  0.106
H -3.984536 3.256000 -3.864207  0.095
H -5.536891 2.774323 -1.989092  0.097
H -5.241731 0.757865 -0.626200  0.101
H -5.188528 -1.564842 -2.839196  0.103
H -6.012614 -3.438769 -4.222013  0.092
H -4.998626 -5.686841 -3.981664  0.089
H -3.132600 -6.031313 -2.391352  0.099
H -2.269880 -4.134975 -1.047214  0.077
C 0.760830 -1.236563 -4.930978  -0.033
C 0.554814 -1.261343 -3.439287  -0.344
N 0.615061 -0.216777 -2.702531  -0.043
O 0.865769 0.987632 -3.393178  -0.128
C 0.296393 -2.566014 -2.813174  -0.349
C 0.568758 -3.830729 -3.579129  -0.070
N -0.067042 -2.579173 -1.554122  -0.124
O -0.190746 -3.723973 -0.957433  -0.276
H 0.944194 -0.227646 -5.288144  0.065
H -0.112744 -1.657797 -5.434811  0.077
H 1.610849 -1.869272 -5.195156  0.070
H 1.501461 1.403951 -2.757332  0.040
H 0.014986 -3.883548 -4.521476  0.060
H 0.272407 -4.663275 -2.941808  0.052
H 1.631688 -3.950072 -3.825444  0.065
N 3.839341 -2.417227 2.950818  0.096
C 4.796276 -1.526411 2.501137  -0.081
C 4.116842 -0.578040 1.799312  -0.108
N 2.776120 -0.869344 1.798428  0.084
C 2.636118 -1.968607 2.490975  -0.292
C 1.354275 -2.608684 2.760892  -0.278
N 0.240354 -2.325042 2.141148  0.114
C -0.712358 -3.136716 2.689886  -0.124
C -0.170559 -3.917121 3.665727  -0.095
N 1.166401 -3.580013 3.703004  0.095
H 4.020134 -3.285993 3.415675  0.137
H 5.842673 -1.657252 2.713974  0.101
H 4.509331 0.282722 1.279246  0.091
H -1.730225 -3.127669 2.333332  0.103
H -0.592765 -4.662588 4.316609  0.097
H 1.830235 -3.889527 4.386258  0.137
C 2.288183 3.449340 0.942913  -0.070
C 3.471805 3.843396 0.064930  -0.376
C 3.002701 4.598220 -1.181169  -0.069
C 4.380022 2.671792 -0.263103  -0.146
C 5.658875 2.665948 0.269756  -0.090
C 6.573130 1.651717 0.006076  -0.152
C 6.164689 0.628987 -0.840232  -0.101
C 4.891686 0.568435 -1.390783  -0.154
C 4.557549 -0.640696 -2.242686  -0.364
C 4.089241 -0.293704 -3.653840  -0.058
C 3.586795 -1.579535 -1.525842  -0.048
C 3.925621 1.591970 -1.101261  -0.326
O 2.721563 1.581064 -1.559614  -0.141
H 1.709931 4.325898 1.249576  0.077
H 2.609770 2.930614 1.847974  0.078
H 1.609102 2.796895 0.399845  0.029
H 4.089185 4.540506 0.648166  0.116
H 2.398506 3.947414 -1.810826  0.068
H 3.856544 4.950662 -1.767305  0.072
H 2.400534 5.465458 -0.892461  0.068
H 5.946273 3.495608 0.912043  0.095
H 7.572021 1.669907 0.426731  0.071
H 6.855382 -0.177951 -1.076348  0.094
H 5.503614 -1.187666 -2.358698  0.114
H 3.140930 0.239704 -3.648726  0.054
H 3.960118 -1.210483 -4.239575  0.068
H 4.832030 0.331065 -4.158084  0.076
H 2.651733 -1.072607 -1.294100  0.044
H 4.026577 -1.943150 -0.594472  0.067
H 3.338159 -2.445801 -2.147357  0.076

Cartesian forces (eV/Å) of the 6 atoms listed first:
0.4 0.1 -0.4
0.0 0.0 0.0
0.0 0.0 0.0
0.0 0.0 0.1
0.1 0.0 -0.1
-0.1 0.0 0.0

***

Record 2
A single C3H3NO3 molecule. Source: the Open Molecules 2025 dataset; level of theory: the ωB97M-V functional and the def2-TZVPD basis.

The value obtained for the energy relative to the best compared isomer or geometry (same formula, charge and spin) is 36.3 kcal per mole. The total energy is -396.5665 a.u. For the HOMO-LUMO gap, the calculation gives 10.579 eV. Its total charge is 0.

Each line ends with the Löwdin charge.
Cartesian coordinates (Å):
H -0.326517 1.697138 -1.800816  0.084
N -0.942550 1.380599 -1.049517  0.206
C -0.443083 0.411060 -0.422958  -0.371
C -1.286502 -0.283647 0.624195  -0.183
O -1.309678 -1.481282 0.737239  0.096
O 0.777409 -0.146028 -0.763098  0.059
C 1.591782 -0.559418 0.246565  -0.290
O 1.375076 -0.407018 1.412152  0.111
H -1.921840 0.407098 1.208793  0.135
H 2.485906 -1.018500 -0.192552  0.153

Cartesian forces (eV/Å) of the 6 atoms listed first:
0.0 0.0 0.1
0.3 -0.4 0.2
-0.2 0.3 -0.2
0.0 -0.5 0.1
0.0 0.6 0.0
0.0 0.0 0.0

***

Record 3
A molecular structure, C21H56F4FeN2O15S4 in a non-equilibrium geometry. Source: the Open Molecules 2025 dataset; level of theory: the ωB97M-V functional and the def2-TZVPD basis.

The total energy is -5327.5788 a.u. For the HOMO-LUMO gap (alpha / beta), the calculation gives 8.536 / 8.134 eV. As for the spin multiplicity: 5. Its total charge is 0.

Each line ends with the Mulliken spin population.
Cartesian coordinates (Å):
Fe 24.013937 8.661893 -7.926615  3.773
N 23.389096 7.545103 -6.466232  0.064
S 22.032519 7.152512 -5.770798  0.008
O 21.884239 7.275662 -4.386195  0.007
O 21.384575 6.037245 -6.419897  0.006
F 21.203976 8.397828 -6.428360  0.002
S 24.296370 6.437723 -5.550529  0.020
O 23.869627 5.068751 -5.452211  0.008
O 25.203166 6.915641 -4.507826  0.004
F 25.340115 6.343218 -6.747848  0.008
N 25.678326 9.056924 -8.895794  0.035
S 26.378045 9.693013 -10.145600  0.017
O 27.229875 8.934939 -11.073115  0.006
O 26.469278 11.132030 -10.123809  0.009
F 25.036445 9.584939 -11.072852  0.003
S 27.211721 8.829378 -8.213193  0.017
O 28.147541 9.918838 -8.184257  0.005
O 27.718594 7.453862 -8.328843  0.007
F 26.541493 8.783745 -6.749708  0.011
C 24.626106 6.847726 -13.914024  0.000
C 24.277393 8.261976 -14.289717  0.000
C 25.529741 9.072704 -14.589809  0.000
O 23.546646 8.127973 -15.467358  0.000
H 23.698592 6.276258 -13.878810  0.000
H 25.037586 6.929558 -12.907998  0.000
H 25.365109 6.412516 -14.586763  0.000
H 23.580320 8.670328 -13.557986  0.000
H 26.407128 8.440233 -14.724990  0.000
H 25.777980 9.747092 -13.770255  0.000
H 25.473167 9.697480 -15.481188  0.000
H 23.510067 9.017318 -15.826979  0.000
C 31.917280 10.512389 -8.736764  0.000
C 31.695420 10.513866 -7.217831  0.000
C 32.734185 9.755617 -6.385357  0.000
O 31.774856 11.836649 -6.831895  0.000
H 31.820899 9.493838 -9.112731  0.000
H 32.886132 10.922728 -9.021438  0.000
H 31.077574 11.016587 -9.215075  0.000
H 30.727029 10.056009 -7.016106  0.000
H 32.587061 9.980376 -5.328971  0.000
H 33.693874 10.130650 -6.740949  0.000
H 32.706357 8.667691 -6.446393  0.000
H 32.661135 12.139830 -7.042130  0.000
C 25.869777 4.186059 -11.788349  0.000
C 26.854991 4.795251 -10.868144  0.001
C 28.016327 5.405097 -11.642280  0.000
O 26.234369 5.795667 -10.109349  0.007
H 26.352657 3.471170 -12.454585  0.000
H 25.515190 4.970665 -12.456748  0.000
H 24.988823 3.679985 -11.393498  0.000
H 27.328523 4.076838 -10.199014  0.000
H 27.589008 6.077754 -12.385937  0.000
H 28.730905 4.797202 -12.197215  0.000
H 28.598624 6.036192 -10.970905  0.000
H 26.900131 6.108057 -9.492283  0.000
C 21.603942 10.212752 -11.201968  -0.003
C 21.839054 10.412181 -9.705616  -0.010
C 20.703919 11.208498 -9.010469  0.002
O 22.158723 9.205078 -9.059408  0.011
H 21.170908 11.141906 -11.572441  0.000
H 20.942179 9.374829 -11.421193  0.001
H 22.556565 10.025616 -11.697553  0.001
H 22.708070 11.053014 -9.556485  0.007
H 20.999124 11.425957 -7.983985  -0.001
H 19.726060 10.732307 -8.938786  0.000
H 20.573164 12.188656 -9.469055  0.000
H 21.355737 8.686118 -9.145981  -0.003
C 22.658120 5.951771 -10.928514  -0.006
C 22.760005 5.978287 -9.427541  0.004
C 22.947559 4.531543 -8.809040  0.003
O 23.855572 6.772098 -9.117650  -0.027
H 23.594251 5.538589 -11.304061  0.002
H 22.630685 6.958994 -11.344261  0.000
H 21.795857 5.471181 -11.390722  0.001
H 21.917214 6.475364 -8.947212  -0.002
H 22.009882 4.055271 -9.095437  0.000
H 22.978183 4.517260 -7.719563  -0.001
H 23.828406 4.029113 -9.208756  0.001
H 24.648180 6.457223 -9.558359  0.007
C 24.300966 13.931646 -10.058084  0.000
C 24.651338 13.808826 -8.542533  -0.001
C 24.607836 15.173315 -7.900731  0.000
O 23.585924 13.064070 -7.933898  -0.001
H 25.147863 14.443682 -10.514911  0.000
H 23.380554 14.441399 -10.342877  0.000
H 24.237669 12.963870 -10.555569  0.000
H 25.593285 13.279424 -8.399139  0.000
H 24.869013 15.018156 -6.853916  0.000
H 23.703792 15.745369 -8.109416  0.000
H 25.451807 15.770223 -8.246427  0.000
H 23.063392 13.745284 -7.504373  0.000
C 28.965559 15.772792 -11.088311  0.000
C 29.027176 14.608563 -12.026382  0.000
C 28.480961 13.316867 -11.404778  0.000
O 28.409039 14.841821 -13.254596  0.000
H 27.928015 16.033086 -10.878885  0.000
H 29.401047 16.681577 -11.503713  0.000
H 29.394955 15.609333 -10.099874  0.000
H 30.079043 14.534111 -12.302316  0.000
H 27.517855 13.538086 -10.944799  0.000
H 29.175013 13.013615 -10.620924  0.000
H 28.457933 12.477131 -12.099333  0.000
H 28.850083 15.598549 -13.647577  0.000

Cartesian forces (eV/Å) of the 6 atoms listed first:
-1.3 -0.9 -1.4
0.8 -1.7 3.7
-7.1 0.0 -3.7
1.0 0.5 1.5
1.0 0.9 0.6
0.6 -0.3 0.6